DFT (ωB97M-V/def2-TZVPD) results for C2H4N4 in the gas phase in a non-equilibrium geometry.

Last column: Löwdin charge in e.
Positions of all 10 atoms, in Å:
C  0.27106  0.33707  1.31333  -0.15
N  1.14831  -0.62387  0.64495  -0.07
N  0.80805  -1.24080  -0.37892  -0.03
C  -0.32830  -1.00389  -1.16024  -0.20
N  -0.85018  0.18762  -1.28364  -0.10
N  -1.14041  1.28663  -1.32898  0.23
H  -0.79221  0.08266  1.22339  0.07
H  0.43326  1.35945  0.95484  0.07
H  0.56624  0.30922  2.36485  0.07
H  -0.61414  -1.75681  -1.87797  0.10

Values from the calculation:
- Frontier orbital gap: 8.676 eV
- ΔE to the lowest compared entry with this formula, charge and spin: 88.4 kcal/mol
- HOMO level: -8.5678 eV


DFT (ωB97M-V/def2-TZVPD) results for C2H4N4 in the gas phase in a non-equilibrium geometry.

Last column: Löwdin charge in e.
Positions of all 10 atoms, in Å:
C  1.33762  -0.10964  -0.18417  -0.21
C  -1.37935  0.09030  -0.08683  -0.20
H  1.18705  2.00595  0.47188  0.19
H  2.47266  -0.10942  -0.22091  0.13
H  -1.21556  -1.78541  0.58606  0.13
H  -2.43254  -0.04208  -0.68876  0.16
N  0.65636  1.02275  0.26078  -0.07
N  0.64564  -1.24792  -0.25486  0.00
N  -0.56867  -1.00994  0.33087  -0.13
N  -0.70320  1.18541  -0.21405  0.00

Values from the calculation:
- Frontier orbital gap: 8.799 eV
- SMILES: C1=NNC=NN1
- ΔE to the lowest compared entry with this formula, charge and spin: 84.6 kcal/mol
- HOMO level: -7.8837 eV


DFT (ωB97M-V/def2-TZVPD) results for C2H4N4 in the gas phase in a non-equilibrium geometry.

Last column: Löwdin charge in e.
Positions of all 10 atoms, in Å:
N  1.83087  -0.28397  0.13653  0.06
C  0.44496  -0.06936  0.03979  -0.41
N  -0.49662  -1.10517  -0.14906  -0.01
N  -1.70762  -0.79700  -0.16566  0.03
N  -1.18145  1.80476  -0.02242  0.18
C  -0.19714  1.08151  0.02176  -0.14
H  2.30965  -0.18420  -0.75026  0.08
H  2.00872  -1.21004  0.50514  0.08
H  -2.23087  -1.64292  -0.39396  0.06
H  -0.84198  2.35764  0.78035  0.10

Values from the calculation:
- Frontier orbital gap: 8.806 eV
- SMILES: [H]/N=N/C(N)=C=N
- ΔE to the lowest compared entry with this formula, charge and spin: 95.3 kcal/mol
- HOMO level: -8.3868 eV


DFT (ωB97M-V/def2-TZVPD) results for C2H4N4 in the gas phase in a non-equilibrium geometry.

Last column: Löwdin charge in e.
Positions of all 10 atoms, in Å:
C  0.77938  -0.35523  -0.88530  -0.12
C  -0.60314  0.12124  -0.74316  -0.28
N  -0.83588  1.33859  -0.03693  0.02
N  -0.38861  1.24838  1.10556  -0.07
N  0.13849  0.10585  1.43204  -0.02
N  0.00950  -0.89699  0.24517  0.01
H  0.87548  -1.26275  -1.55133  0.13
H  1.56721  0.19966  -0.51660  0.08
H  -1.43466  -0.12973  -1.35230  0.11
H  -0.10779  -0.36902  2.30285  0.13

Values from the calculation:
- Frontier orbital gap: 10.623 eV
- SMILES: C1[C@@H]2N=NNN12
- ΔE to the lowest compared entry with this formula, charge and spin: 96.5 kcal/mol
- HOMO level: -9.4884 eV


DFT (ωB97M-V/def2-TZVPD) results for a 2-piece molecular cluster, C2H4N4 overall in a non-equilibrium geometry.

Last column: Löwdin charge in e.
Positions of all 10 atoms, in Å:
C  -0.95738  -0.78020  -0.73271  -0.34
C  1.29994  0.72847  1.39200  -0.48
N  -1.17435  -1.76167  -1.58052  0.11
N  -0.74091  0.12141  -0.05837  0.15
N  0.91801  1.96482  1.13421  0.08
N  1.66837  -0.30795  1.72183  0.11
H  1.64926  2.56115  0.77119  0.10
H  0.03834  2.00064  0.63795  0.06
H  -2.14592  -1.96818  -1.78247  0.11
H  -0.55535  -2.55849  -1.50311  0.11

Values from the calculation:
- Frontier orbital gap: 10.001 eV
- SMILES: N#CN.N#CN
- ΔE to the lowest compared entry with this formula, charge and spin: 26.4 kcal/mol
- HOMO level: -9.5310 eV


DFT (ωB97M-V/def2-TZVPD) results for C2H4N4 in the gas phase.

Last column: Löwdin charge in e.
Positions of all 10 atoms, in Å:
N  -1.75721  -0.20731  -0.29329  0.12
C  -0.40118  -0.07051  -0.08403  -0.48
N  0.40421  -1.11140  -0.06508  0.10
C  1.62591  -0.53682  0.06232  -0.25
N  1.64091  0.77392  0.13625  0.03
N  0.30899  1.07022  0.03952  0.04
H  -2.38285  0.37332  0.24404  0.09
H  -1.97326  -1.18757  -0.15351  0.09
H  2.52239  -1.13746  0.09993  0.10
H  0.01209  2.03361  0.01384  0.15

Values from the calculation:
- Frontier orbital gap: 9.780 eV
- SMILES: Nc1ncn[nH]1
- ΔE to the lowest compared entry with this formula, charge and spin: 1.8 kcal/mol
- HOMO level: -9.0053 eV


DFT (ωB97M-V/def2-TZVPD) results for an isolated ion of composition C2H4N4 and charge +2 in a non-equilibrium geometry.

Last column: Löwdin charge in e.
Positions of all 10 atoms, in Å:
C  1.55249  0.73329  0.06498  0.20
C  -0.33829  -0.38327  0.02486  -0.12
N  1.74174  -0.59453  0.00675  0.22
N  0.67558  -1.23715  -0.04449  0.22
N  0.17022  0.90677  -0.02124  0.24
N  -1.78950  -0.88039  0.05257  0.44
H  2.21545  1.60874  0.12395  0.21
H  -0.14790  1.89143  -0.09132  0.23
H  -1.65423  -1.92319  -0.02680  0.20
H  -2.42556  -0.12170  -0.08925  0.16

Values from the calculation:
- Total charge: +2
- Frontier orbital gap (spin up / spin down): 6.707 / 6.777 eV
- ΔE to the lowest compared entry with this formula, charge and spin: 59.5 kcal/mol
- HOMO level (spin up / spin down): -22.2281 / -22.3437 eV


DFT (ωB97M-V/def2-TZVPD) results for C2H4N4O in the gas phase.

Last column: Löwdin charge in e.
Positions of all 11 atoms, in Å:
N  2.04440  0.42065  0.49539  0.19
C  1.15082  0.08351  -0.44168  -0.55
N  0.88212  -0.61923  -1.44785  0.23
N  -0.98702  -0.31949  1.15983  0.16
C  -1.14846  -0.03000  -0.06245  -0.56
O  -2.30113  -0.13092  -0.74258  0.09
N  -0.10019  0.52633  -0.84680  0.06
H  2.81264  -0.22151  0.63167  0.11
H  1.63590  0.79086  1.34356  0.11
H  -1.86046  -0.65591  1.56355  0.06
H  -2.12863  0.15572  -1.65264  0.12

Values from the calculation:
- Frontier orbital gap: 10.299 eV
- SMILES: [H]/N=C(\O)N1N=C1N
- ΔE to the lowest compared entry with this formula, charge and spin: 64.3 kcal/mol
- HOMO level: -9.4899 eV


DFT (ωB97M-V/def2-TZVPD) results for a 2-piece molecular cluster, C2H4N4O overall in a non-equilibrium geometry.

Last column: Löwdin charge in e.
Positions of all 11 atoms, in Å:
C  0.38393  0.85932  2.37927  -0.05
C  -0.71757  0.49107  -1.29949  -0.14
N  0.21335  0.96997  -0.60645  -0.12
N  0.86111  1.69974  0.00942  0.16
N  0.17035  -1.69931  -0.97768  0.02
N  -0.72469  -0.78492  -1.66748  -0.11
O  0.28221  1.91323  1.80333  -0.09
H  0.25604  0.79936  3.46212  0.04
H  -0.25382  -1.98515  -0.13998  0.04
H  0.86205  -0.95382  -0.56529  0.10
H  -1.33295  -1.30949  -2.39777  0.17

Values from the calculation:
- Frontier orbital gap (spin up / spin down): 8.471 / 6.902 eV
- ΔE to the lowest compared entry with this formula, charge and spin: 198.8 kcal/mol
- HOMO level (spin up / spin down): -8.3617 / -7.2864 eV


DFT (ωB97M-V/def2-TZVPD) results for C2H4N4O as an isolated structure in a non-equilibrium geometry.

Last column: Löwdin charge in e.
Positions of all 11 atoms, in Å:
C  -0.26266  -1.17423  -0.38020  -0.08
C  -0.96721  0.19210  0.94756  -0.51
H  2.41509  0.10638  -0.38705  0.09
H  1.90511  0.86812  -1.73895  0.11
H  -0.21780  -2.09653  -0.84620  0.12
H  -1.88080  1.51138  1.99921  0.05
N  1.73522  0.06985  -1.11180  0.07
N  0.44285  0.02946  -0.78409  -0.15
N  -1.04641  -0.99806  0.50881  0.12
N  -2.12847  0.58617  1.53242  0.12
O  0.00508  0.90536  0.26030  0.05

Values from the calculation:
- Frontier orbital gap: 9.321 eV
- ΔE to the lowest compared entry with this formula, charge and spin: 112.3 kcal/mol
- HOMO level: -8.9198 eV